(i)
C6H17N4 | ωB97M-V/def2-TZVPD

Geometry (Å):
1 C 0.671 0.360 0.395
2 C 0.906 1.299 2.774
3 C -0.455 2.361 0.693
4 C -0.179 -2.617 0.958
5 C 0.116 0.225 -2.663
6 C 0.078 1.108 1.487
7 N 1.756 0.235 -0.116
8 N -1.065 -1.702 0.283
9 N -0.796 -0.647 -0.393
10 N -0.221 -1.113 -2.027
11 H 1.882 1.808 2.804
12 H 0.948 0.311 3.235
13 H 0.281 1.953 3.475
14 H 0.469 2.741 0.307
15 H -0.984 3.025 1.341
16 H -1.157 2.127 -0.078
17 H -0.696 -2.832 1.798
18 H 0.210 -3.579 0.379
19 H 0.706 -2.125 1.255
20 H -0.342 1.037 -2.022
21 H 1.265 0.324 -2.722
22 H -0.326 0.292 -3.567
23 H -0.919 0.520 1.827
24 H 1.941 -0.070 -1.047
25 H -2.042 -2.185 0.117
26 H 0.607 -1.662 -2.145
27 H -1.119 -1.529 -2.556

## Properties
- total charge = +1
- HOMO energy (Ha) = -0.4844
- lowest unoccupied orbital energy (Ha) = -0.116
- multiplicity = 1

---

(ii)
C6H17N4 | ωB97M-V/def2-TZVPD

Geometry (Å):
1 C 1.853 0.553 0.855
2 C -3.774 -0.306 0.449
3 C -1.805 1.201 0.658
4 C 2.895 1.391 -1.248
5 C 1.429 -2.000 0.642
6 C -2.498 0.149 -0.057
7 N 1.737 1.128 -0.447
8 N 1.086 -0.625 0.475
9 N -1.905 -0.503 -1.023
10 N 1.088 -0.120 -0.883
11 H 2.895 0.462 1.208
12 H 1.343 1.121 1.589
13 H -3.494 -1.044 1.302
14 H -4.485 0.452 0.685
15 H -4.197 -1.018 -0.334
16 H -1.322 0.626 1.427
17 H -2.477 1.828 1.243
18 H -1.006 1.777 0.066
19 H 2.703 1.118 -2.370
20 H 3.334 2.338 -1.108
21 H 3.644 0.669 -0.855
22 H 0.674 -2.674 0.312
23 H 2.382 -2.308 0.168
24 H 1.575 -2.244 1.769
25 H -0.944 -0.179 -1.458
26 H -2.444 -1.097 -1.611
27 H 1.712 -0.695 -1.452

## Properties
- total charge = +1
- HOMO energy (Ha) = -0.4236
- lowest unoccupied orbital energy (Ha) = -0.139
- multiplicity = 1

---

Relative to the most stable one, in kJ/mol, the structures come out at (i) 157.3; (ii) 0.0.

---

(i)
C28H68Cl4N4 | ωB97M-V/def2-TZVPD

Geometry (Å):
1 Cl -2.527 6.796 32.924
2 C -3.716 6.062 31.918
3 C -4.956 5.575 32.692
4 Cl -6.358 5.327 31.623
5 H -3.433 5.155 31.453
6 H -4.133 6.904 31.237
7 H -4.964 6.544 33.297
8 H -4.743 4.713 33.421
9 Cl 0.320 10.845 33.461
10 C -1.037 10.283 32.456
11 C -0.619 9.636 31.133
12 Cl -2.045 9.656 30.046
13 H -1.743 11.294 32.210
14 H -1.390 9.381 33.096
15 H -0.118 8.739 31.273
16 H -0.045 10.379 30.579
17 C -0.407 5.940 29.910
18 C -0.087 5.463 31.321
19 N 0.375 6.549 32.257
20 C 0.440 6.206 33.607
21 C 0.578 4.856 33.904
22 C 1.822 6.999 31.869
23 C 1.961 8.532 32.023
24 H -1.319 6.613 29.794
25 H -0.744 5.098 29.443
26 H 0.257 6.363 29.460
27 H 0.644 4.507 31.265
28 H -0.861 5.074 31.811
29 H -0.651 6.398 33.637
30 H 0.729 6.924 34.288
31 H 0.394 4.085 33.418
32 H 0.008 4.945 34.848
33 H 1.607 4.701 34.396
34 H 2.136 6.544 30.907
35 H 2.712 6.597 32.390
36 H 1.396 8.906 32.776
37 H 1.316 8.826 31.173
38 H 3.126 8.679 31.911
39 C -8.616 8.172 28.678
40 C -7.851 6.994 28.107
41 N -6.912 7.288 27.007
42 C -5.820 8.206 27.242
43 C -5.302 8.377 28.542
44 C -6.166 6.155 26.537
45 C -7.081 5.052 25.930
46 H -7.945 8.998 28.984
47 H -9.450 7.785 29.229
48 H -9.085 8.623 27.822
49 H -8.687 6.273 27.484
50 H -7.482 6.438 28.946
51 H -6.536 9.107 27.241
52 H -5.357 8.613 26.322
53 H -5.696 8.079 29.507
54 H -5.134 9.384 28.794
55 H -4.332 8.047 28.513
56 H -5.515 5.546 27.181
57 H -5.433 6.436 25.626
58 H -7.642 4.606 26.629
59 H -6.380 4.248 25.588
60 H -7.638 5.513 25.169
61 C -5.101 10.044 32.338
62 C -6.098 10.886 32.955
63 N -6.973 10.025 33.877
64 C -7.791 10.662 34.834
65 C -8.195 12.024 34.522
66 C -7.925 9.301 33.003
67 C -8.446 8.029 33.636
68 H -4.333 10.626 32.113
69 H -5.535 9.650 31.603
70 H -4.589 9.271 33.032
71 H -6.654 11.586 32.221
72 H -5.588 11.429 33.725
73 H -6.918 10.913 35.503
74 H -8.438 9.923 35.185
75 H -7.676 12.594 34.088
76 H -8.373 12.545 35.388
77 H -9.215 11.929 33.980
78 H -7.580 8.849 32.176
79 H -8.746 9.749 32.730
80 H -9.226 8.246 34.411
81 H -7.571 7.245 34.036
82 H -9.080 7.486 32.942
83 C -3.459 2.918 28.811
84 C -2.702 2.075 29.818
85 N -3.509 1.855 31.145
86 C -4.673 1.221 31.134
87 C -5.592 1.451 32.138
88 C -2.554 1.560 32.314
89 C -1.988 2.838 32.943
90 H -2.835 2.911 28.062
91 H -3.545 3.838 29.259
92 H -4.518 2.579 28.279
93 H -1.813 2.283 29.861
94 H -2.455 1.078 29.364
95 H -4.203 0.161 31.504
96 H -5.146 0.938 30.037
97 H -5.516 1.725 33.249
98 H -6.143 0.632 32.123
99 H -6.113 2.299 31.793
100 H -1.847 0.941 31.655
101 H -3.084 0.895 33.129
102 H -1.001 2.775 33.668
103 H -2.764 3.438 33.489
104 H -1.635 3.524 32.225

## Properties
- SMILES = CCN(CC)CC.CCN(CC)CC.CCN(CC)CC.CCN(CC)CC.ClCCCl.ClCCCl
- HOMO energy (Ha) = -0.2787
- lowest unoccupied orbital energy (Ha) = 0.024
- multiplicity = 1

---

(ii)
C28H68Cl4N4 | ωB97M-V/def2-TZVPD

Geometry (Å):
1 Cl -2.380 2.283 5.212
2 C -0.756 2.231 4.525
3 C -0.789 1.682 3.114
4 Cl -1.559 2.884 2.099
5 H 0.007 1.836 5.154
6 H -0.416 3.379 4.561
7 H -1.336 0.880 3.075
8 H 0.143 1.583 2.824
9 Cl -1.118 1.068 -1.462
10 C 0.145 0.095 -0.763
11 C 0.229 0.427 0.745
12 Cl 1.244 -0.620 1.748
13 H 1.146 0.004 -1.375
14 H -0.176 -0.885 -0.772
15 H -0.786 0.406 1.173
16 H 0.584 1.313 1.035
17 C -2.902 -2.558 3.372
18 C -3.461 -2.943 1.952
19 N -3.306 -1.724 1.067
20 C -2.958 -1.894 -0.312
21 C -3.598 -2.945 -0.959
22 C -4.438 -0.860 1.344
23 C -3.972 0.556 1.279
24 H -1.831 -2.277 3.249
25 H -2.993 -3.420 4.042
26 H -3.437 -1.725 3.728
27 H -4.383 -3.391 1.949
28 H -2.723 -3.506 1.721
29 H -1.886 -2.174 -0.374
30 H -3.046 -0.980 -0.913
31 H -3.829 -3.828 -0.396
32 H -2.960 -3.107 -1.840
33 H -4.628 -2.744 -1.205
34 H -4.682 -1.144 2.311
35 H -5.256 -1.134 0.432
36 H -3.129 0.856 1.952
37 H -4.664 1.279 1.097
38 H -3.619 0.561 0.249
39 C -0.798 -3.043 -3.707
40 C 0.549 -3.555 -3.044
41 N 1.468 -2.462 -2.693
42 C 2.356 -2.554 -1.683
43 C 3.023 -3.791 -1.576
44 C 2.133 -1.812 -3.830
45 C 2.305 -0.324 -3.594
46 H -1.342 -2.459 -3.131
47 H -1.425 -4.057 -3.811
48 H -0.901 -2.389 -4.880
49 H 1.052 -4.182 -3.769
50 H 0.631 -4.297 -2.326
51 H 1.593 -2.715 -0.985
52 H 2.805 -1.584 -1.320
53 H 2.543 -4.825 -1.844
54 H 3.163 -4.128 -0.495
55 H 4.110 -3.801 -1.965
56 H 1.566 -1.721 -4.736
57 H 2.996 -2.383 -4.163
58 H 2.970 -0.028 -2.857
59 H 1.556 0.174 -3.399
60 H 2.857 -0.122 -4.379
61 C 3.765 -1.288 7.318
62 C 4.562 -0.913 6.089
63 N 4.085 0.363 5.571
64 C 3.598 0.388 4.220
65 C 2.612 -0.470 3.963
66 C 4.728 1.533 6.089
67 C 5.899 1.839 5.126
68 H 4.016 -0.675 8.227
69 H 4.043 -2.149 7.942
70 H 2.599 -1.322 7.133
71 H 4.310 -1.514 5.454
72 H 5.679 -0.982 6.530
73 H 4.505 0.041 3.523
74 H 3.490 1.382 3.769
75 H 2.548 -1.428 4.532
76 H 2.792 -0.469 2.805
77 H 1.598 -0.036 3.951
78 H 5.044 1.430 7.038
79 H 4.205 2.298 6.245
80 H 6.617 1.136 5.066
81 H 6.525 2.704 5.345
82 H 5.610 1.877 4.051
83 C -3.500 4.547 -3.502
84 C -2.924 3.231 -4.026
85 N -1.771 3.345 -4.905
86 C -0.904 2.279 -4.927
87 C -1.303 1.003 -4.803
88 C -2.295 3.814 -6.301
89 C -1.277 4.890 -6.695
90 H -4.247 4.335 -2.722
91 H -3.769 5.189 -4.339
92 H -2.692 5.083 -2.965
93 H -3.707 2.720 -4.349
94 H -2.583 2.611 -3.093
95 H -0.384 2.452 -3.963
96 H -0.103 2.702 -5.467
97 H -2.292 0.716 -4.399
98 H -0.445 0.352 -4.607
99 H -1.584 0.494 -5.883
100 H -3.206 4.317 -6.273
101 H -2.254 3.088 -7.016
102 H -0.213 4.546 -6.631
103 H -1.494 5.683 -6.057
104 H -1.535 5.401 -7.519

## Properties
- HOMO energy (Ha) = -0.2880
- lowest unoccupied orbital energy (Ha) = 0.020
- multiplicity = 1

---

Relative to the most stable one, in kJ/mol, the structures come out at (i) 274.0; (ii) 0.0.

---

(i)
C9H14N4O3S | ωB97M-V/def2-TZVPD

Geometry (Å):
1 C 0.732 -0.768 -0.063
2 C -0.757 -0.711 -0.150
3 C 1.293 0.552 -0.657
4 C 2.736 0.654 -0.171
5 C 3.731 -0.259 -0.467
6 C 4.530 1.382 0.732
7 C -2.809 0.220 0.657
8 C -3.786 -0.919 0.380
9 C -2.852 1.420 -0.360
10 H 1.256 -2.770 -0.399
11 H 1.083 -1.859 -1.728
12 H 1.078 -0.832 1.031
13 H 1.196 0.404 -1.771
14 H 0.714 1.416 -0.348
15 H 3.641 -1.292 -0.830
16 H 5.246 2.030 1.209
17 H 5.732 -0.250 0.144
18 H -0.913 0.364 1.595
19 H -3.260 0.585 1.646
20 H -2.032 2.079 -0.084
21 H -2.666 0.997 -1.360
22 H -5.115 1.237 -0.549
23 H -2.668 -2.027 1.398
24 N 1.424 -1.830 -0.756
25 N 3.226 1.658 0.548
26 N 4.865 0.224 0.124
27 N -1.439 -0.136 0.896
28 O -1.439 -1.072 -1.123
29 O -4.802 -0.782 -0.260
30 O -3.539 -2.078 1.045
31 S -4.406 2.363 -0.329

## Properties
- SMILES = N[C@@H](Cc1c[nH]cn1)C(=O)N[C@@H](CS)C(=O)O
- HOMO energy (Ha) = -0.3198
- lowest unoccupied orbital energy (Ha) = 0.014
- multiplicity = 1

---

(ii)
C9H14N4O3S | ωB97M-V/def2-TZVPD

Geometry (Å):
1 C 6.365 0.115 1.650
2 C 5.828 1.364 0.960
3 C 4.410 1.187 0.420
4 C 4.337 0.162 -0.710
5 H 4.540 -0.844 -0.333
6 H 5.035 0.413 -1.511
7 O 3.043 0.169 -1.327
8 C 2.088 -0.535 -0.737
9 O 2.219 -1.199 0.256
10 C 0.775 -0.424 -1.505
11 N -0.275 -1.095 -0.794
12 C -1.435 -0.500 -0.464
13 N -1.784 0.644 -0.969
14 N -2.989 1.144 -0.623
15 C -3.880 0.571 0.213
16 S -5.325 1.259 0.577
17 N -3.490 -0.640 0.744
18 C -2.302 -1.269 0.475
19 O -1.993 -2.335 0.957
20 H -4.141 -1.090 1.378
21 H -3.224 2.033 -1.045
22 H -0.007 -1.884 -0.215
23 H 0.921 -0.871 -2.496
24 H 0.506 0.626 -1.640
25 H 3.747 0.868 1.226
26 H 4.046 2.143 0.036
27 H 6.495 1.647 0.142
28 H 5.816 2.187 1.677
29 H 7.322 0.330 2.120
30 H 6.512 -0.694 0.940
31 H 5.673 -0.221 2.418

## Properties
- SMILES = CCCCOC(=O)CNc1n[nH]c(=S)[nH]c1=O
- HOMO energy (Ha) = -0.3031
- lowest unoccupied orbital energy (Ha) = 0.013
- multiplicity = 1

---

Relative to the most stable one, in kJ/mol, the structures come out at (i) 31.8; (ii) 0.0.

---

(i)
C4H2N2S | ωB97M-V/def2-TZVPD

Geometry (Å):
1 C -1.353 1.618 -0.364
2 C -1.195 -0.097 1.300
3 C -0.100 -0.580 -1.266
4 C -0.542 0.708 0.350
5 N -1.991 2.299 -1.030
6 N -1.747 -0.764 2.052
7 S -0.041 -0.022 -2.715
8 H 0.047 -1.544 -0.821
9 H 0.455 1.050 0.594

## Properties
- HOMO energy (alpha / beta) (Ha) = -0.3531 / -0.3531
- lowest unoccupied orbital energy (alpha / beta) (Ha) = -0.050 / -0.050
- multiplicity = 1

---

(ii)
C4H2N2S | ωB97M-V/def2-TZVPD

Geometry (Å):
1 C 0.847 1.153 3.192
2 C -0.208 -0.942 0.495
3 C 0.454 0.922 -0.751
4 C 0.722 1.076 1.860
5 N 0.863 1.076 4.352
6 N -0.081 -0.198 -0.442
7 S 1.071 1.951 0.564
8 H -0.852 -1.563 1.054
9 H 0.609 1.253 -1.756

## Properties
- HOMO energy (alpha / beta) (Ha) = -0.3064 / -0.3064
- lowest unoccupied orbital energy (alpha / beta) (Ha) = -0.045 / -0.045
- multiplicity = 1

---

Relative to the most stable one, in kJ/mol, the structures come out at (i) 0.0; (ii) 202.4.